# 1
2 unconnected molecules or ions with the total composition C5H10Cl2Si. Source: OMol25; level of theory: ωB97M-V with the def2-TZVPD basis set.

* energy above the lowest of the compared OMol25 structures with the same formula, charge and spin: 87.3 kcal/mol
* orbital gap: 9.95 eV
* highest occupied orbital energy: -9.20 eV

Geometry as XYZ:
```
18
C5H10Cl2Si, DFT ωB97M-V with the def2-TZVPD basis set
C 0.82 2.03 0.83
C 0.50 1.01 0.07
C -1.50 -0.69 1.68
C -0.77 -1.54 -1.24
C 2.11 0.37 -1.11
Si -1.03 -0.07 -0.06
Cl 3.49 0.34 -0.08
Cl -2.55 1.08 -0.80
H 0.09 2.45 1.51
H 1.79 2.50 0.83
H -0.61 -0.98 2.23
H -2.00 0.09 2.26
H -2.16 -1.55 1.64
H -0.03 -2.23 -0.84
H -1.70 -2.10 -1.36
H -0.45 -1.22 -2.22
H 1.83 -0.62 -1.45
H 2.17 1.13 -1.87
```

# 2
A gas-phase ion, C2H7N4O (charge +1). Source: OMol25; level of theory: ωB97M-V with the def2-TZVPD basis set.

* expectation value of S²: 2.01
* 2S+1: 3
* energy above the lowest of the compared OMol25 structures with the same formula, charge and spin: 60.8 kcal/mol
* orbital gap (alpha / beta): 4.70 / 7.04 eV
* net charge: +1
* highest occupied orbital energy (alpha / beta): -8.96 / -14.33 eV

Geometry as XYZ:
```
14
C2H7N4O, DFT ωB97M-V with the def2-TZVPD basis set
C -0.11 0.38 -0.13
C -1.70 -0.25 -0.05
N 0.05 1.58 -0.18
N -2.56 0.73 -0.09
N 0.75 -0.73 0.08
N 2.16 -0.67 0.04
O -1.86 -1.45 0.01
H 0.99 1.89 -0.02
H -2.11 1.59 0.13
H -3.53 0.64 0.18
H 0.34 -1.67 0.05
H 2.48 0.06 0.71
H 2.34 -0.65 -0.98
H 2.78 -1.45 0.26
```

# 3
A molecular structure, C36H37NP2Pt. Source: OMol25; level of theory: ωB97M-V with the def2-TZVPD basis set.

* expectation value of S²: 6.03
* 2S+1: 5
* energy above the lowest of the compared OMol25 structures with the same formula, charge and spin: 8.3 kcal/mol
* orbital gap (alpha / beta): 5.56 / 4.65 eV
* net charge: +2
* highest occupied orbital energy (alpha / beta): -12.24 / -14.13 eV

Geometry as XYZ:
```
77
C36H37NP2Pt, DFT ωB97M-V with the def2-TZVPD basis set
Pt 0.01 0.35 1.52
C -2.35 0.99 -2.48
C -2.18 -0.35 -2.37
C -1.37 -1.18 -3.31
C -0.01 -0.54 -3.68
C 0.71 0.13 -2.54
C 0.40 1.32 -1.99
C -0.25 2.37 -2.83
C -1.63 1.95 -3.37
C 1.24 0.59 3.28
H -3.23 1.44 -2.03
H -3.02 -0.93 -1.92
H -1.93 -1.38 -4.24
H -1.20 -2.16 -2.86
H 0.64 -1.34 -4.07
H -0.17 0.15 -4.52
H 1.70 -0.32 -2.38
H 0.82 1.66 -1.04
H 0.39 2.61 -3.71
H -0.35 3.29 -2.25
H -2.25 2.87 -3.44
H -1.56 1.58 -4.41
H 0.97 1.56 3.72
H 2.34 0.51 3.19
H 0.89 -0.21 3.95
P -1.33 -0.86 0.13
P 2.13 -0.18 0.65
C 0.09 -1.73 -0.61
C 1.43 -1.47 -0.37
C -2.25 -2.25 0.86
C -2.58 -3.32 0.02
C -3.44 -4.31 0.47
C -3.91 -4.28 1.79
C -3.51 -3.26 2.66
C -2.69 -2.23 2.19
C -2.68 0.51 0.23
C -2.33 1.86 0.38
C -3.30 2.86 0.32
C -4.63 2.52 0.04
C -4.99 1.17 -0.06
C -4.03 0.17 0.10
C 3.47 -1.05 1.47
C 3.16 -2.26 2.13
C 4.18 -3.05 2.65
C 5.51 -2.64 2.50
C 5.82 -1.44 1.86
C 4.81 -0.64 1.35
C 2.77 1.50 0.27
C 2.26 2.62 0.95
C 2.67 3.90 0.62
C 3.65 4.09 -0.35
C 4.24 2.99 -0.97
C 3.76 1.71 -0.71
H -0.18 -2.61 -1.20
H 2.20 -2.08 -0.86
H -2.16 -3.36 -0.99
H -3.74 -5.11 -0.20
H -4.58 -5.07 2.14
H -3.84 -3.26 3.69
H -2.41 -1.41 2.85
H -1.29 2.16 0.59
H -3.02 3.91 0.47
H -5.39 3.30 -0.06
H -6.03 0.89 -0.24
H -4.33 -0.88 0.10
H 2.12 -2.56 2.23
H 3.95 -3.98 3.15
H 6.32 -3.27 2.88
H 6.86 -1.13 1.74
H 5.05 0.30 0.86
H 1.52 2.47 1.75
H 2.22 4.75 1.13
H 3.97 5.10 -0.61
H 5.06 3.13 -1.66
H 4.16 0.85 -1.25
N -2.06 1.17 3.75
C -1.29 0.84 2.93
```

- Among the records above, which one has the highest energy above the lowest of the compared OMol25 structures with the same formula, charge and spin?
  C5H10Cl2Si